Computed, not measured: the molecule C7H12F2N2O, with wB97M-V/def2-TZVPD.

Properties
**LUMO level (alpha / beta)**: 0.75 / 0.75 eV
**Energy**: -17911.9512 eV
**HOMO (alpha / beta)**: -6.894 / -6.893 eV
**Charge**: 0

Geometry (Å):
C  0.60186  1.76589  -2.18917
C  1.38786  0.46674  -1.94294
C  -0.13145  1.58051  -0.88194
C  -0.47813  -0.56667  1.34068
C  0.59737  -0.60300  0.22209
C  1.45354  0.26146  2.23040
C  -1.43445  -1.79183  1.22352
N  0.40340  -0.61716  2.50793
N  0.53405  0.27217  -0.77849
O  1.16977  -1.76017  -0.12852
F  2.45538  0.06706  3.14735
F  1.19807  1.65116  2.24549
H  1.36406  2.56663  -2.25721
H  -0.03829  1.70098  -3.15685
H  1.26261  -0.39255  -2.64652
H  2.43894  0.65632  -1.74902
H  -0.01588  2.22844  -0.14721
H  -1.23985  1.43442  -0.98028
H  -1.03490  0.40583  1.15735
H  -2.47600  -1.46367  1.07046
H  -1.28314  -2.10993  2.21778
H  -0.88629  -2.31811  0.40224
H  -0.10317  -0.62630  3.38659
H  1.30397  -2.10076  0.73833

=====

Computed, not measured: a cluster of 3 separate species, C7H12F2NO13P3 in total, with wB97M-V/def2-TZVPD.

Properties
**Energy above the lowest of the compared OMol25 structures with the same formula, charge and spin**: 0.0 kcal per mole
**LUMO level**: 0.15 eV
**Energy**: -68866.2139 eV
**HOMO**: -9.774 eV
**Charge**: 0
**SMILES string**: O=C(O)N(PP(=O)(O)O)P(O)O.O=C1OC[C@@H](F)O1.O=C1OC[C@@H](F)O1

Geometry (Å):
O  0.73401  2.92600  1.66714
C  0.68944  2.76537  0.47150
O  0.23239  1.62446  -0.08932
N  1.07955  3.73297  -0.50959
P  0.18321  5.23891  -0.31923
P  -1.85257  4.60259  0.16571
O  -1.95473  3.45329  1.06696
O  -2.67952  4.42988  -1.16357
O  -2.52850  5.90686  0.78134
P  2.86740  4.02693  -0.41240
O  2.93344  5.65717  -0.53542
O  3.22719  3.84150  1.13593
H  -0.56598  1.38228  0.39405
H  0.62149  5.76004  0.92135
H  -2.44635  3.61124  -1.60914
H  -2.03603  6.07954  1.59036
H  2.71987  5.87236  -1.45174
H  2.63374  4.29755  1.74759
O  2.95905  -4.04031  0.92548
C  2.12115  -3.21411  0.83547
O  1.93036  -2.41285  -0.23560
C  0.73150  -1.65733  -0.01568
C  0.61785  -1.68354  1.48845
F  -0.67895  -1.67913  1.89828
O  1.20380  -2.93244  1.81268
H  -0.10374  -2.15494  -0.49557
H  0.82301  -0.65389  -0.41755
H  1.15465  -0.88458  2.00294
O  -0.05514  -3.44189  -2.36303
C  -0.65656  -4.30077  -1.81849
O  -0.16680  -5.52860  -1.53971
C  -1.13423  -6.22251  -0.74145
C  -2.41098  -5.49531  -1.09814
F  -3.27914  -5.44889  -0.06004
O  -1.94258  -4.18563  -1.37675
H  -0.88721  -6.10625  0.31441
H  -1.15719  -7.27922  -0.99105
H  -2.92694  -5.88675  -1.97614

=====

Computed, not measured: a cluster of 2 separate species, C7H12F3N2 in total, with wB97M-V/def2-TZVPD.

Properties
**Energy above the lowest of the compared OMol25 structures with the same formula, charge and spin**: 65.8 kcal per mole
**LUMO level (alpha / beta)**: -4.90 / -4.90 eV
**Energy**: -18575.9699 eV
**HOMO (alpha / beta)**: -13.244 / -13.245 eV
**Charge**: +1

Geometry (Å):
C  -1.61164  -0.38086  0.63566
C  -0.33937  1.40492  -0.78125
C  -0.68340  0.05097  -0.34344
C  0.75551  0.33711  -0.54341
C  1.64340  0.37834  0.72373
C  1.62440  -0.42581  -1.56636
C  -1.91469  -1.25484  -2.01287
N  -2.83285  0.10272  0.70597
N  -1.36328  -1.48044  1.36781
F  -3.14970  -1.13745  -1.58961
F  -1.78010  -0.57692  -3.17920
F  -1.44328  -2.44827  -1.92636
H  -0.50770  1.73572  -1.79238
H  -0.40186  2.24232  -0.16126
H  2.06861  -0.54863  0.76561
H  0.92552  0.49503  1.57477
H  2.24726  1.23269  0.46141
H  2.54253  -0.05853  -1.57518
H  1.10182  -0.34149  -2.54959
H  1.83771  -1.39486  -1.28908
H  -3.05624  0.81172  0.00192
H  -3.32950  -0.16447  1.51618
H  -0.42264  -1.60927  1.69130
H  -2.17254  -1.95220  1.78052

=====

Computed, not measured: a structure of composition C7H12F6N3O2PtSb, with wB97M-V/def2-TZVPD.

Properties
**Energy above the lowest of the compared OMol25 structures with the same formula, charge and spin**: 4.5 kcal per mole
**LUMO level (alpha / beta)**: -12.82 / -16.30 eV
**Energy**: -42068.5294 eV
**HOMO (alpha / beta)**: -21.551 / -21.488 eV
**Charge**: +3
**Multiplicity**: 6

Geometry (Å):
Pt  0.49431  -0.65419  -0.54782
C  -1.53938  3.52413  -1.21510
C  -1.10369  2.24032  -0.64142
N  0.03728  1.67151  -1.02351
O  0.72242  2.30221  -1.90171
C  -1.87361  1.52417  0.34098
C  -3.11490  2.01293  0.95338
N  -1.36565  0.32865  0.66593
O  -1.71544  -0.51040  1.44721
H  -1.37573  3.52279  -2.29736
H  -0.90639  4.34571  -0.84971
H  -2.57453  3.76442  -0.99246
H  1.49449  1.77453  -2.21659
H  -3.07548  3.08521  1.15876
H  -3.36859  1.46687  1.86180
H  -3.96210  1.87009  0.26209
C  2.11311  -3.13371  4.04018
C  2.90211  -2.51405  2.88981
C  2.15336  -1.85186  1.88296
N  1.53972  -1.30953  1.05997
H  2.79631  -3.62864  4.72398
H  1.35877  -3.84198  3.69060
H  1.52310  -2.40621  4.60274
H  3.52368  -3.27252  2.38380
H  3.66385  -1.81799  3.28571
F  -0.92767  -0.46025  -2.21812
Sb  0.18531  -1.41682  -3.74742
F  1.51330  -0.21753  -2.38350
F  0.37508  -2.43800  -2.03353
F  1.79888  -2.07078  -4.34921
F  -1.37828  -2.17648  -4.33713
F  0.08637  0.28741  -4.49531

=====

Computed, not measured: the molecule C7H12FN3, with wB97M-V/def2-TZVPD.

Properties
**Energy above the lowest of the compared OMol25 structures with the same formula, charge and spin**: 22.4 kcal per mole
**LUMO level**: 0.74 eV
**Energy**: -14638.0348 eV
**HOMO**: -8.178 eV
**Charge**: 0
**SMILES string**: FN1CCCN2CCCN=C12

Geometry (Å):
F  2.81965  -1.98090  0.07567
N  1.97972  -0.83977  -0.29245
C  2.79490  0.33752  -0.01559
C  1.90694  1.48982  -0.46134
C  0.52710  1.40193  0.26037
N  -0.07135  0.12291  0.06556
C  -1.56726  0.07643  -0.07295
C  -1.91008  -1.29681  -0.64172
C  -1.24421  -2.41318  0.21677
N  0.16045  -2.31088  -0.04404
C  0.60048  -1.07447  0.03002
H  3.67350  0.21604  -0.65720
H  2.94496  0.37712  1.05133
H  1.75164  1.18095  -1.55361
H  2.38923  2.52417  -0.33770
H  0.62169  1.72347  1.28173
H  -0.15508  2.07292  -0.07491
H  -1.80097  0.87521  -0.77612
H  -1.88350  0.00519  0.99096
H  -1.49316  -1.42014  -1.62988
H  -2.96532  -1.54024  -0.60379
H  -1.47360  -2.24788  1.23146
H  -1.63068  -3.43500  -0.12987

=====

Computed, not measured: the molecule C7H12N2, with wB97M-V/def2-TZVPD.

Properties
**Energy above the lowest of the compared OMol25 structures with the same formula, charge and spin**: 56.0 kcal per mole
**LUMO level**: 1.06 eV
**Energy**: -10431.0480 eV
**HOMO**: -9.171 eV
**Charge**: 0
**SMILES string**: C1C[C@H]2C[C@@H]1CC21NN1

Geometry (Å):
C  0.07832  -0.20245  -1.53596
C  -1.03717  -1.00961  -0.71860
C  -0.50287  -0.82453  0.69245
C  0.92939  -1.12115  0.47878
C  1.20817  0.01585  -0.48169
C  0.79571  1.31983  0.20644
C  -0.46293  0.79379  0.90687
N  -1.75218  1.50865  1.08970
N  -0.77164  1.35998  2.21389
H  0.39461  -0.89578  -2.29719
H  -0.21542  0.83689  -1.78399
H  -2.05596  -0.64972  -0.99247
H  -0.96215  -2.01558  -1.09811
H  -1.06545  -1.18863  1.43182
H  1.11340  -2.12615  0.13393
H  1.49836  -0.98471  1.37518
H  2.20755  -0.07821  -0.94812
H  1.54559  1.75259  0.89986
H  0.52545  2.15598  -0.43440
H  -1.86727  2.54864  0.94861
H  -1.02083  0.68464  2.90172

=====

Computed, not measured: the molecule C7H12N2, with wB97M-V/def2-TZVPD.

Properties
**Energy above the lowest of the compared OMol25 structures with the same formula, charge and spin**: 59.3 kcal per mole
**LUMO level**: 1.07 eV
**Energy**: -10430.9066 eV
**HOMO**: -8.049 eV
**Charge**: 0
**SMILES string**: C[C@H]1CN2N=CCC[C@H]12

Geometry (Å):
C  2.14521  -1.11419  -1.80772
C  1.37199  -0.93005  -0.47336
C  1.61602  0.46607  0.22717
N  0.20249  0.88398  -0.02891
N  -0.40728  1.49520  1.03495
C  -1.57095  1.17446  1.17931
C  -2.21850  0.03621  0.54442
C  -1.24867  -1.13680  0.26445
C  -0.15385  -0.41725  -0.54240
H  3.26616  -1.11097  -1.76772
H  1.83815  -1.93901  -2.48318
H  1.79482  -0.34804  -2.53284
H  1.57261  -1.61371  0.35940
H  1.59383  0.44364  1.28663
H  2.47246  1.01306  -0.15800
H  -2.08368  1.81259  1.84455
H  -3.16197  -0.17912  1.11988
H  -2.52209  0.45536  -0.41718
H  -1.68156  -1.96330  -0.32077
H  -0.80370  -1.47153  1.21053
H  -0.49906  -0.22396  -1.53475

=====

Computed, not measured: the molecule C7H12N2O, with wB97M-V/def2-TZVPD.

Properties
**Energy above the lowest of the compared OMol25 structures with the same formula, charge and spin**: 69.5 kcal per mole
**LUMO level**: 0.85 eV
**Energy**: -12478.5458 eV
**HOMO**: -7.469 eV
**Charge**: 0
**SMILES string**: CC1=CC(C)=N[C@H](O)N1C

Geometry (Å):
C  -2.17865  -0.33799  1.32377
C  -0.81979  -0.07966  0.63493
C  -0.12315  1.18339  0.64563
C  1.07491  1.42906  -0.07438
C  1.68413  2.81540  -0.33693
N  1.59362  0.58707  -0.92121
C  1.03504  -0.75097  -0.77031
O  0.86039  -1.29530  -2.03238
N  -0.34875  -1.11314  -0.05726
C  -0.71915  -2.50812  -0.06125
H  -2.28528  0.25524  2.32949
H  -2.42263  -1.42698  1.52651
H  -3.11966  0.05574  0.69397
H  -0.55159  2.11537  1.01599
H  0.96381  3.51168  -0.83220
H  2.61078  2.76421  -0.86849
H  2.13053  3.31260  0.71156
H  1.69421  -1.51896  -0.13728
H  1.31340  -0.69605  -2.66462
H  -0.49936  -2.89963  0.89709
H  -1.87106  -2.56351  -0.13329
H  -0.02174  -2.83945  -0.88935

=====

Computed, not measured: the ion C7H12N2O with charge +2, with wB97M-V/def2-TZVPD.

Properties
**Energy above the lowest of the compared OMol25 structures with the same formula, charge and spin**: 4.1 kcal per mole
**LUMO level**: -9.42 eV
**Energy**: -12460.3036 eV
**HOMO**: -19.645 eV
**Charge**: +2
**SMILES string**: [NH3+][C@@H]1CCC[N+]#CC(=O)C1

Geometry (Å):
N  0.95176  -2.04471  -0.43240
C  0.09453  -0.81406  -0.21761
C  1.07266  0.16283  0.45126
C  1.22881  1.53240  -0.15816
C  -0.06217  2.52077  -0.06742
N  -1.17306  1.78938  -0.23567
C  -1.87252  0.88540  -0.26634
C  -2.44831  -0.45805  0.02538
O  -3.56543  -0.86261  0.00230
C  -1.23214  -1.24918  0.49829
H  0.59982  -2.85432  -1.01188
H  1.15850  -2.50627  0.41714
H  1.68242  -1.64070  -0.90011
H  -0.11755  -0.49043  -1.30806
H  1.96775  -0.47192  0.48382
H  0.68077  0.22480  1.52694
H  2.04796  1.99137  0.41231
H  1.64953  1.56807  -1.18438
H  -0.00213  2.96586  1.03341
H  -0.07309  3.22657  -1.00111
H  -0.96123  -1.15204  1.59783
H  -1.62687  -2.32319  0.33447

=====

Computed, not measured: the ion C7H12N2O2 with charge -2, with wB97M-V/def2-TZVPD.

Properties
**Energy above the lowest of the compared OMol25 structures with the same formula, charge and spin**: 37.2 kcal per mole
**LUMO level**: 6.47 eV
**Energy**: -14522.2315 eV
**HOMO**: 0.564 eV
**Charge**: -2
**SMILES string**: C/C(CCCC/C=N/[O-])=N/[O-]

Geometry (Å):
C  -0.33938  -1.63544  -1.29092
C  -1.41162  -0.95807  -0.42226
C  -1.70672  0.52566  -0.70498
C  -0.45682  1.38538  -0.56662
C  0.09857  1.56510  0.81153
C  0.82217  0.29010  1.27040
C  2.24303  0.09211  0.68126
N  2.56429  -1.04684  0.25804
O  3.81686  -1.33124  -0.15267
N  -1.92138  -1.63081  0.55140
O  -2.83462  -1.04641  1.36933
H  -0.42625  -2.82340  -1.29276
H  0.54582  -1.53639  -0.77380
H  -0.15374  -1.37060  -2.42780
H  -2.60921  0.74386  -0.13218
H  -2.15661  0.39526  -1.65870
H  -0.70597  2.47253  -0.96414
H  0.24156  1.00987  -1.27355
H  0.96657  2.24568  0.74914
H  -0.65221  1.98512  1.43689
H  0.82577  0.43230  2.36138
H  0.31481  -0.65325  1.16522
H  2.93509  0.88948  1.00578